Entry 1:
Computed, not measured: a 6-piece molecular cluster, C5H20O8 overall in a non-equilibrium geometry, with ωB97M-V/def2-TZVPD.

Calculated values
Energy above the lowest of the compared OMol25 structures with the same formula, charge and spin: 103.1 kJ/mol
Structure (SMILES): O=C(O)CCCCO.O.O.O.O.O
Highest occupied orbital energy: -10.1 eV
DFT total energy: -804.33321 Eh
Gap between HOMO and LUMO: 10.44 eV

Cartesian coordinates (Å):
O 1.06 0.91 -3.46
C 0.59 0.24 -2.56
O -0.60 -0.44 -2.78
C 0.97 0.12 -1.03
C -0.17 0.69 -0.31
C -0.25 2.21 -0.17
C -1.23 2.66 0.91
O -0.80 2.19 2.19
H -1.15 -0.12 -3.56
H 1.91 0.54 -0.82
H 0.94 -0.97 -0.88
H -1.21 0.27 -0.60
H -0.11 0.57 0.93
H -0.66 2.67 -1.07
H 0.74 2.57 -0.25
H -2.17 1.93 0.92
H -1.46 3.69 1.16
H -0.73 2.92 2.88
H 0.41 -2.53 -2.49
H -0.46 -2.88 -1.30
O 0.40 -2.81 -1.58
H 2.45 -2.75 1.72
H 2.57 -1.68 0.76
O 2.83 -1.84 1.65
H -1.60 -1.80 -0.81
H -2.27 -1.65 0.51
O -1.72 -2.15 0.06
H -1.81 -0.92 3.02
H -1.59 0.27 2.08
O -2.26 -0.42 2.37
H 2.05 0.15 3.63
H 1.89 -0.27 2.23
O 1.44 0.12 2.92

=====

Entry 2:
Computed, not measured: C5H21BFeNO2P as an isolated structure in a non-equilibrium geometry, with ωB97M-V/def2-TZVPD.

Calculated values
Energy above the lowest of the compared OMol25 structures with the same formula, charge and spin: 0.0 kJ/mol
Multiplicity: 6
Highest occupied orbital energy (alpha / beta): -9.9 / -13.4 eV
Net charge: +1
DFT total energy: -2037.74769 Eh
Gap between HOMO and LUMO (alpha / beta): 6.86 / 8.28 eV

Cartesian coordinates (Å):
Fe 1.14 -0.04 -0.25
H 1.58 1.15 -1.33
H 1.95 0.24 1.77
P 1.37 -1.69 -1.52
C 0.83 -1.83 -3.24
H 1.43 -2.58 -3.78
H -0.23 -2.10 -3.28
H 0.98 -0.86 -3.73
C 3.22 -1.61 -1.68
H 3.75 -2.11 -0.86
H 3.58 -2.04 -2.63
H 3.52 -0.56 -1.70
C 1.05 -3.38 -0.86
H -0.03 -3.55 -0.73
H 1.44 -4.21 -1.49
H 1.50 -3.52 0.13
C 0.07 -0.66 1.10
O -0.83 -1.19 1.66
H 2.56 1.66 2.46
H 3.65 0.37 2.06
H 3.67 0.85 -0.42
H 2.51 2.43 0.12
B 2.78 1.27 0.27
N 2.78 0.88 1.81
H 0.97 0.87 -1.77
H -0.14 -0.24 -1.16
C -2.11 2.33 1.04
O -0.72 2.30 1.43
H -2.53 1.33 1.18
H -2.18 2.49 -0.04
H -2.71 3.09 1.57
H -0.57 3.11 1.95

=====

Entry 3:
Computed, not measured: a 7-piece molecular cluster, C5H21NO6 overall in a non-equilibrium geometry, with ωB97M-V/def2-TZVPD.

Calculated values
Energy above the lowest of the compared OMol25 structures with the same formula, charge and spin: 132.7 kJ/mol
Multiplicity: 2
Highest occupied orbital energy (alpha / beta): -13.6 / -13.6 eV
Net charge: +1
DFT total energy: -708.90416 Eh
Gap between HOMO and LUMO (alpha / beta): 8.55 / 4.98 eV

Cartesian coordinates (Å):
C -0.06 -2.30 -2.41
C 0.69 -3.28 -1.45
C 1.25 -2.60 -0.28
C 1.47 -1.24 -0.18
N 1.96 -0.67 0.96
C 3.16 -0.84 1.33
H -0.82 -1.83 -1.79
H -0.59 -2.79 -3.22
H 0.66 -1.61 -2.84
H 1.34 -3.88 -2.09
H -0.08 -3.96 -1.06
H 1.52 -3.24 0.56
H 1.13 -0.54 -0.93
H 3.56 -0.32 2.20
H 3.93 -1.49 0.92
H -0.69 2.75 1.45
H 0.03 3.80 0.55
O 0.10 2.93 0.94
H -3.79 -0.58 1.11
H -2.87 -1.63 0.71
O -3.76 -1.34 0.51
H -2.12 1.11 2.56
H -1.34 0.31 1.66
O -2.21 0.75 1.67
H -2.53 2.51 0.25
H -1.65 3.14 -0.84
O -2.27 3.35 -0.15
H 1.01 0.29 2.45
H 0.29 1.54 2.05
O 0.25 0.82 2.70
H 0.10 3.86 -2.65
H 1.29 3.02 -2.29
O 1.03 3.93 -2.41

=====

Entry 4:
Computed, not measured: a 5-piece molecular cluster, C5H22N2O4 overall in a non-equilibrium geometry, with ωB97M-V/def2-TZVPD.

Calculated values
Energy above the lowest of the compared OMol25 structures with the same formula, charge and spin: 249.4 kJ/mol
Highest occupied orbital energy: -17.4 eV
Net charge: +2
DFT total energy: -613.48335 Eh
Gap between HOMO and LUMO: 11.36 eV

Cartesian coordinates (Å):
C 0.27 -1.64 1.47
C 0.11 -0.39 0.62
C 1.25 0.71 0.85
C 0.82 2.08 1.11
C 1.29 3.16 0.52
N -0.19 2.14 2.25
N 0.16 -0.69 -0.94
H -0.76 -2.16 1.53
H 0.62 -1.21 2.44
H 1.27 -2.14 1.28
H -0.83 0.12 0.63
H 1.97 0.63 -0.01
H 1.92 0.32 1.83
H 0.89 4.17 0.65
H 1.97 3.27 -0.32
H -0.07 1.54 2.98
H -0.01 3.02 2.82
H -1.18 2.22 1.98
H -0.35 -1.53 -1.12
H -0.21 0.00 -1.61
H 1.19 -0.74 -1.18
H -2.39 2.24 -0.79
H -2.73 0.74 -0.55
O -2.03 1.36 -0.49
H 3.67 -0.95 -2.04
H 2.55 -1.03 -3.15
O 2.87 -0.75 -2.17
H -1.64 -2.95 -2.77
H -1.08 -3.72 -1.53
O -1.22 -2.98 -1.88
H -2.12 -2.42 -0.48
H -3.22 -1.48 -0.30
O -2.33 -1.59 -0.07

=====

Entry 5:
Computed, not measured: a 6-piece molecular cluster, C5H22N2O6 overall in a non-equilibrium geometry, with ωB97M-V/def2-TZVPD.

Calculated values
Energy above the lowest of the compared OMol25 structures with the same formula, charge and spin: 365.8 kJ/mol
Structure (SMILES): NCCNCCC=O.O.O.O.O.O
Highest occupied orbital energy: -9.5 eV
DFT total energy: -764.58726 Eh
Gap between HOMO and LUMO: 9.77 eV

Cartesian coordinates (Å):
C -1.99 -1.20 0.46
N -1.15 0.01 0.41
C -1.98 1.23 0.75
C -1.08 2.45 0.58
C -0.62 2.59 -0.84
O 0.39 3.07 -1.26
C -1.33 -2.38 -0.27
N -1.16 -2.20 -1.71
H -3.00 -1.09 0.08
H -1.95 -1.45 1.53
H -0.79 0.18 -0.53
H -1.98 1.01 1.83
H -3.03 1.30 0.48
H -1.49 3.39 0.97
H -0.21 2.30 1.22
H -1.26 1.95 -1.50
H -2.03 -3.20 -0.10
H -0.39 -2.62 0.23
H -0.16 -2.07 -1.89
H -1.54 -1.33 -2.05
H 1.06 0.93 2.95
H 2.48 0.85 3.37
O 1.60 0.62 3.68
H 2.86 -1.52 -2.58
H 2.80 -1.60 -1.17
O 2.18 -1.52 -1.90
H 1.66 -2.08 0.88
H 2.50 -1.49 1.89
O 2.23 -1.30 0.99
H 0.75 1.27 -3.18
H -0.24 0.24 -2.76
O 0.70 0.37 -2.85
H 1.40 0.84 0.47
H 2.77 0.97 0.96
O 1.98 1.51 0.86

=====

Entry 6:
Computed, not measured: a 6-piece molecular cluster, C5H22NO5 overall in a non-equilibrium geometry, with ωB97M-V/def2-TZVPD.

Calculated values
Energy above the lowest of the compared OMol25 structures with the same formula, charge and spin: 377.6 kJ/mol
Highest occupied orbital energy: -14.3 eV
Net charge: +1
DFT total energy: -634.33298 Eh
Gap between HOMO and LUMO: 10.40 eV

Cartesian coordinates (Å):
C 0.18 -2.38 -2.68
C 0.90 -1.21 -1.95
C 1.32 -1.92 -0.59
C 0.07 -2.06 0.29
C -2.04 -0.94 0.80
N -0.76 -0.87 0.45
H -0.70 -2.63 -2.03
H -0.18 -2.03 -3.76
H 0.83 -3.25 -2.95
H 1.76 -0.76 -2.50
H 0.28 -0.35 -1.77
H 1.51 -2.97 -0.75
H 2.16 -1.47 -0.10
H -0.60 -2.78 -0.26
H 0.45 -2.40 1.34
H -2.62 -0.03 0.97
H -2.61 -1.90 0.82
H -0.34 0.10 0.18
H 3.87 1.34 0.49
H 2.84 1.95 -0.53
O 2.98 1.52 0.24
H -1.34 2.19 2.46
H -0.11 1.33 2.25
O -1.09 1.15 2.20
H -2.77 0.69 -2.00
H -4.00 0.94 -1.27
O -3.18 0.69 -1.15
H 2.30 1.68 2.09
H 1.72 2.96 2.10
O 1.68 2.13 2.62
H -0.66 2.27 -1.25
H -0.59 2.15 0.34
O -0.19 2.02 -0.45

=====

Entry 7:
Computed, not measured: a 7-piece molecular cluster, C5H22O6 overall in a non-equilibrium geometry, with ωB97M-V/def2-TZVPD.

Calculated values
Energy above the lowest of the compared OMol25 structures with the same formula, charge and spin: 285.6 kJ/mol
Structure (SMILES): CC=C(C)C.O.O.O.O.O.O
Highest occupied orbital energy: -8.8 eV
DFT total energy: -655.03177 Eh
Gap between HOMO and LUMO: 9.05 eV

Cartesian coordinates (Å):
C -2.07 -1.99 1.41
C -1.97 -0.53 1.07
C -2.31 0.54 1.76
C -2.00 2.03 1.37
C -1.07 -0.33 -0.03
H -1.00 -2.33 1.55
H -2.58 -2.46 0.52
H -2.54 -2.52 2.24
H -2.76 0.45 2.78
H -2.93 2.56 1.07
H -1.42 2.45 2.25
H -1.35 2.12 0.49
H -1.18 0.65 -0.44
H -1.18 -0.96 -0.90
H 0.05 -0.41 0.33
H -0.41 2.84 -2.45
H 0.63 1.97 -3.15
O -0.32 1.96 -2.83
H 2.09 0.22 -1.73
H 3.39 0.90 -1.75
O 2.42 1.05 -1.90
H 2.77 0.23 1.14
H 1.51 0.47 0.17
O 2.27 -0.08 0.36
H 2.40 -2.19 -0.50
H 1.41 -3.37 -0.57
O 1.98 -2.89 -0.02
H 2.23 0.10 3.77
H 3.27 -0.53 2.71
O 2.95 0.29 3.22
H -1.99 -0.93 -2.81
H -1.24 0.05 -3.68
O -2.14 -0.04 -3.14

=====

Entry 8:
Computed, not measured: C5H23B2CrN5O10 as an isolated structure in a non-equilibrium geometry, with ωB97M-V/def2-TZVPD.

Calculated values
Multiplicity: 5
Highest occupied orbital energy (alpha / beta): -8.0 / -8.8 eV
DFT total energy: -2323.92867 Eh
Gap between HOMO and LUMO (alpha / beta): 7.63 / 8.35 eV

Cartesian coordinates (Å):
Cr 0.17 -0.03 -0.26
B 1.74 0.82 1.36
H 1.85 0.77 0.29
H 1.64 1.84 1.69
H 0.83 0.33 1.67
H 2.59 0.38 1.84
B -1.23 -0.81 -1.66
H -1.03 0.24 -1.82
H -1.73 -0.95 -0.71
H -1.88 -1.15 -2.45
H -0.26 -1.28 -1.68
C -3.05 2.00 2.32
N -1.68 1.93 1.87
O -0.90 2.79 2.27
O -1.39 1.14 0.99
H -3.77 2.53 1.70
H -3.09 2.26 3.38
H -3.39 0.96 2.32
C 1.40 -4.15 -0.75
N 1.99 -3.07 0.07
O 2.82 -3.40 0.87
O 1.54 -1.92 -0.13
H 2.05 -4.99 -0.99
H 1.28 -3.69 -1.73
H 0.47 -4.47 -0.29
C -1.79 -2.30 3.43
N -0.57 -1.91 2.61
O -0.69 -1.54 1.45
O 0.55 -1.94 3.20
H -2.25 -3.11 2.86
H -2.42 -1.41 3.49
H -1.43 -2.60 4.41
C 0.16 4.45 -0.13
N 0.80 3.35 -0.90
O 0.20 2.28 -0.87
O 1.90 3.58 -1.43
H 0.31 5.28 -0.82
H 0.64 4.64 0.83
H -0.89 4.17 -0.03
C 0.97 -0.59 -4.47
N 1.59 0.41 -3.55
O 1.54 0.15 -2.37
O 1.89 1.51 -4.00
H 0.81 -1.48 -3.87
H 1.71 -0.77 -5.25
H -0.01 -0.23 -4.79

=====

Entry 9:
Computed, not measured: C5H23B3F3NO5SV as an isolated structure in a non-equilibrium geometry, with ωB97M-V/def2-TZVPD.

Calculated values
Multiplicity: 2
Highest occupied orbital energy (alpha / beta): -3.5 / -3.5 eV
Net charge: -2
DFT total energy: -2351.00160 Eh
Gap between HOMO and LUMO (alpha / beta): 3.07 / 3.57 eV

Cartesian coordinates (Å):
O -0.14 0.45 -2.74
V -0.06 0.99 -1.25
B -1.21 4.93 -1.62
H -1.90 5.43 -0.96
H -1.06 5.62 -2.44
H -0.28 4.65 -1.15
H -1.71 4.06 -2.02
B -3.71 0.30 -0.26
H -3.88 0.46 -1.31
H -3.33 1.19 0.22
H -4.66 0.00 0.15
H -2.91 -0.42 -0.17
B 3.63 1.95 -1.19
H 3.14 2.17 -0.25
H 3.13 2.63 -1.87
H 4.68 2.16 -1.08
H 3.49 0.91 -1.42
C -2.06 4.36 5.63
F -3.27 4.22 5.05
F -2.13 5.53 6.14
F -1.95 3.62 6.64
S -0.48 4.26 4.51
O -0.52 5.53 3.73
O 0.64 4.16 5.46
O -0.55 3.01 3.65
C 0.08 -4.88 0.73
C 1.14 -4.24 -0.27
C 1.00 -4.67 -1.80
O 1.73 -3.80 -2.68
C 1.42 -4.00 -4.01
N 1.21 -2.78 0.00
H 0.20 -4.64 1.79
H 0.26 -5.95 0.67
H -0.98 -4.75 0.53
H 2.12 -4.62 0.04
H -0.05 -4.83 -2.05
H 1.60 -5.57 -1.89
H 1.71 -4.92 -4.51
H 1.93 -3.20 -4.55
H 0.35 -3.94 -4.22
H 2.17 -2.53 -0.21
H 1.24 -2.86 1.00

=====

Entry 10:
Computed, not measured: a 7-piece molecular cluster, C5H23NO8 overall in a non-equilibrium geometry, with ωB97M-V/def2-TZVPD.

Calculated values
Energy above the lowest of the compared OMol25 structures with the same formula, charge and spin: 238.6 kJ/mol
Multiplicity: 2
Highest occupied orbital energy (alpha / beta): -0.4 / -4.1 eV
Net charge: -1
DFT total energy: -860.89201 Eh
Gap between HOMO and LUMO (alpha / beta): 2.70 / 6.42 eV

Cartesian coordinates (Å):
C -1.96 0.13 0.58
N -1.17 -0.39 -0.64
C -1.79 -0.30 -1.95
O -0.71 0.35 -2.69
C -2.23 1.61 0.46
C -0.98 2.53 0.67
C 0.34 1.75 0.51
O 0.86 1.11 1.51
H -2.97 -0.36 0.61
H -1.32 -0.19 1.43
H -0.83 -1.17 -0.09
H -2.63 0.31 -2.17
H -1.83 -1.37 -2.29
H 0.05 0.41 -2.08
H -2.70 1.81 -0.53
H -3.13 1.84 1.10
H -0.99 2.83 1.72
H -0.96 3.40 0.05
H 0.77 1.66 -0.50
H 2.14 -3.65 1.45
H 1.45 -2.77 0.61
O 1.66 -2.81 1.57
H 2.30 0.23 1.15
H 2.62 -1.28 1.45
O 2.91 -0.52 0.91
H 2.42 2.32 3.03
H 1.94 2.17 4.56
O 2.33 2.76 3.91
H 2.48 -0.94 -0.76
H 2.67 -2.38 -0.97
O 2.14 -1.67 -1.35
H -4.06 2.12 -3.00
H -2.58 2.23 -2.81
O -3.40 2.76 -2.72
H 1.78 -5.09 -1.25
H 3.04 -4.53 -1.02
O 2.34 -4.92 -0.47

=====

Entry 11:
Computed, not measured: a 8-piece molecular cluster, C5H24NO8 overall in a non-equilibrium geometry, with ωB97M-V/def2-TZVPD.

Calculated values
Energy above the lowest of the compared OMol25 structures with the same formula, charge and spin: 179.2 kJ/mol
Multiplicity: 2
Highest occupied orbital energy (alpha / beta): -9.6 / -9.6 eV
DFT total energy: -861.38354 Eh
Gap between HOMO and LUMO (alpha / beta): 9.84 / 4.62 eV

Cartesian coordinates (Å):
C 2.24 2.37 0.75
C 1.34 1.27 0.19
C 2.04 -0.14 0.28
C 1.60 -0.84 -1.03
O 0.32 -1.51 -0.84
N 0.14 1.29 0.99
C -0.91 3.12 -1.66
O 0.24 3.41 -1.88
H 3.07 2.61 0.08
H 1.70 3.32 0.76
H 2.62 2.19 1.75
H 0.96 1.56 -0.78
H 3.13 -0.15 0.21
H 1.88 -0.69 1.19
H 1.45 -0.05 -1.75
H 2.16 -1.70 -1.38
H 0.06 -1.46 0.12
H 0.29 1.22 2.04
H -1.53 2.82 -2.53
H -1.31 3.14 -0.65
H -3.31 -1.78 -0.14
H -1.72 -1.58 0.01
O -2.56 -1.14 -0.40
H -2.69 0.39 -1.41
H -3.18 1.35 -0.50
O -2.97 1.33 -1.42
H -0.56 0.54 0.77
H -1.38 -2.73 1.76
O -0.96 -1.88 1.46
H -1.56 -0.77 -3.30
H -2.39 -1.42 -2.16
O -2.32 -1.30 -3.15
H 0.47 -3.25 1.03
H 1.85 -3.03 0.59
O 1.35 -3.65 1.11
H -0.21 -1.00 2.53
H 0.14 -1.08 4.11
O 0.51 -0.74 3.24

=====

Entry 12:
Computed, not measured: a 7-piece molecular cluster, C5H24O7 overall in a non-equilibrium geometry, with ωB97M-V/def2-TZVPD.

Calculated values
Energy above the lowest of the compared OMol25 structures with the same formula, charge and spin: 219.6 kJ/mol
Structure (SMILES): CCO.CO.CO.CO.O.O.O
Highest occupied orbital energy: -10.1 eV
DFT total energy: -731.46726 Eh
Gap between HOMO and LUMO: 10.48 eV

Cartesian coordinates (Å):
C 1.47 -0.81 0.77
O 1.12 -1.40 -0.45
H 2.23 -1.45 1.22
H 2.02 0.13 0.73
H 0.66 -0.75 1.49
H 0.30 -1.06 -0.82
C 4.64 -5.29 0.11
O 3.56 -5.11 -0.80
H 5.08 -6.28 -0.01
H 5.29 -4.41 0.12
H 4.25 -5.36 1.12
H 3.32 -4.18 -0.90
C 0.74 5.84 0.65
O 1.90 6.24 1.34
H 0.85 4.76 0.58
H -0.20 5.96 1.18
H 0.73 6.25 -0.36
H 2.57 6.40 0.67
C -3.03 2.61 -2.19
C -3.76 1.28 -2.46
O -3.14 0.27 -1.66
H -3.08 2.87 -1.13
H -3.47 3.46 -2.71
H -2.00 2.57 -2.56
H -3.53 1.10 -3.52
H -4.83 1.43 -2.37
H -3.36 -0.60 -2.02
O 0.03 -6.21 -3.19
H 0.77 -5.67 -2.90
H 0.42 -7.05 -3.40
O -2.85 0.83 2.35
H -3.58 0.42 2.81
H -3.08 0.75 1.42
O -0.58 1.19 5.70
H -1.06 0.83 4.94
H -0.42 0.43 6.26